Entry 1:
The following is a DFT calculation (the ωB97M-V functional and the def2-TZVPD basis) of a cluster of 2 separate species, C2H5O2 in total in a non-equilibrium geometry.

The molecular weight comes out at 61.1 g/mol. Its multiplicity is 3. For the LUMO energy (spin up / spin down), the calculation gives -5.640 / -9.117 eV. As for the net charge: +1. Its energy above the lowest of the compared OMol25 structures with the same formula, charge and spin is 1.490 eV. The expectation value of S² is 2.009. As for the HOMO-LUMO gap (spin up / spin down): 7.053 / 8.469 eV.

Positions of all 9 atoms, in Å:
C1 0.680 -0.024 1.418
C2 -0.316 0.007 -0.678
O1 -1.519 0.098 -1.199
O2 -0.260 -0.369 0.688
H1 0.987 -0.568 2.383
H2 1.441 0.791 1.142
H3 0.391 -1.388 -1.290
H4 0.611 0.632 -0.887
H5 -2.015 0.822 -1.577

***

Entry 2:
The following is a DFT calculation (the ωB97M-V functional and the def2-TZVPD basis) of a cluster of 2 separate species, CH5BrN2 in total in a non-equilibrium geometry.

The molecular weight comes out at 125.0 g/mol. For the LUMO energy (spin up / spin down), the calculation gives -0.152 / -0.373 eV. Its energy above the lowest of the compared OMol25 structures with the same formula, charge and spin is 2.866 eV. As for the HOMO-LUMO gap (spin up / spin down): 8.905 / 8.817 eV.

Positions of all 9 atoms, in Å:
C1 -0.277 0.743 0.887
N1 0.136 -1.517 -0.592
N2 -0.182 0.576 -0.503
Br1 1.290 1.220 -1.204
H1 0.531 1.580 1.176
H2 -1.327 0.881 1.240
H3 0.091 -0.099 1.352
H4 -0.813 -1.723 -0.849
H5 0.551 -1.661 -1.507

***

Entry 3:
The following is a DFT calculation (the ωB97M-V functional and the def2-TZVPD basis) of the ion C2H8N3 with charge +1 in a non-equilibrium geometry.

The molecular weight comes out at 74.1 g/mol. For the LUMO energy (spin up / spin down), the calculation gives -6.289 / -6.289 eV. As for the net charge: +1. Its energy above the lowest of the compared OMol25 structures with the same formula, charge and spin is 4.828 eV. As for the HOMO-LUMO gap (spin up / spin down): 7.466 / 7.466 eV.

Positions of all 13 atoms, in Å:
C1 -1.071 -1.661 0.006
N1 -0.097 -0.686 0.574
C2 0.752 -0.043 -0.410
N2 1.066 1.361 -0.617
N3 0.672 2.194 0.197
H1 -1.438 -2.384 0.749
H2 -0.688 -1.895 -1.004
H3 -1.911 -1.056 -0.314
H4 -0.503 -0.097 1.332
H5 1.720 -0.524 -0.173
H6 0.529 -0.321 -1.408
H7 -0.154 2.072 0.861
H8 1.123 3.040 0.208

***

Entry 4:
The following is a DFT calculation (the ωB97M-V functional and the def2-TZVPD basis) of the molecule C7H13NO in a non-equilibrium geometry.

The molecular weight comes out at 127.2 g/mol. For the LUMO energy, the calculation gives 0.929 eV. Its energy above the lowest of the compared OMol25 structures with the same formula, charge and spin is 6.589 eV. As for the HOMO-LUMO gap: 8.800 eV.

Positions of all 22 atoms, in Å:
C1 1.807 -0.022 1.205
C2 1.422 -0.226 -0.327
C3 1.034 1.238 -0.793
C4 -0.257 1.631 -0.552
C5 -1.515 1.450 0.241
O1 -1.747 0.110 0.614
C6 -1.881 -1.110 -0.322
C7 -0.342 -1.851 0.025
N1 0.562 -1.206 -0.912
H1 2.345 -0.911 1.561
H2 1.053 0.346 1.957
H3 2.531 0.699 1.183
H4 2.464 -0.624 -0.934
H5 1.899 1.934 -1.219
H6 -0.457 2.750 -0.880
H7 -2.656 1.902 -0.070
H8 -1.435 1.938 1.204
H9 -2.725 -1.462 0.176
H10 -1.793 -0.941 -1.440
H11 -0.630 -3.038 -0.066
H12 0.150 -1.777 1.128
H13 0.172 -0.831 -1.780

***

Entry 5:
The following is a DFT calculation (the ωB97M-V functional and the def2-TZVPD basis) of a cluster of 6 separate species, C49H86BN4O24S in total in a non-equilibrium geometry.

The molecular weight comes out at 1158.1 g/mol. For the LUMO energy, the calculation gives -3.633 eV. As for the net charge: +1. As for the HOMO-LUMO gap: 7.034 eV.

Positions of all 165 atoms, in Å:
C1 6.189 -1.104 1.627
C2 5.313 -2.172 2.275
O1 3.916 -1.827 2.223
B1 3.067 -2.630 1.534
O2 3.069 -3.985 1.612
C3 1.958 -1.940 0.599
C4 0.583 -2.094 0.760
C5 0.043 -2.967 1.864
C6 -0.281 -2.122 3.114
C7 -0.302 -1.392 -0.090
C8 -1.760 -1.672 0.177
O3 -2.342 -1.081 1.009
O4 -2.302 -2.736 -0.442
C9 -2.329 -2.650 -1.871
C10 -3.180 -3.767 -2.438
O5 -2.656 -4.213 -3.697
C11 -2.978 -3.356 -4.705
C12 -3.979 -3.856 -5.685
O6 -2.465 -2.279 -4.781
C13 0.173 -0.527 -1.078
C14 -0.745 0.279 -1.967
C15 -1.770 1.119 -1.202
C16 -2.145 2.360 -2.008
C17 -1.108 3.472 -1.871
C18 -1.216 4.243 -0.539
C19 -1.609 5.716 -0.676
C20 -3.088 6.030 -0.469
S1 -3.718 5.539 1.159
C21 -4.357 3.963 0.819
N1 -4.271 2.959 1.649
N2 -4.934 1.897 1.032
C22 -5.342 2.348 -0.115
O7 -5.021 3.653 -0.321
C23 1.574 -0.411 -1.221
C24 2.285 0.480 -2.195
C25 3.046 -0.263 -3.318
C26 4.483 0.224 -3.520
C27 4.582 1.741 -3.464
N3 5.758 2.259 -4.178
C28 5.800 3.660 -4.161
C29 7.149 4.295 -3.990
O8 4.807 4.318 -4.311
N4 2.370 -1.119 -0.393
O9 3.730 -0.955 -0.542
H1 6.798 -1.547 0.842
H2 6.888 -0.682 2.339
H3 5.609 -0.298 1.197
H4 5.515 -3.143 1.831
H5 5.589 -2.254 3.321
H6 3.465 -4.267 2.446
H7 0.779 -3.697 2.165
H8 -0.827 -3.514 1.515
H9 0.380 -1.263 3.191
H10 -0.128 -2.712 4.011
H11 -1.301 -1.765 3.128
H12 -1.331 -2.715 -2.300
H13 -2.761 -1.699 -2.164
H14 -4.190 -3.406 -2.619
H15 -3.230 -4.639 -1.798
H16 -4.937 -4.046 -5.213
H17 -3.595 -4.747 -6.172
H18 -4.108 -3.090 -6.438
H19 -1.214 -0.396 -2.678
H20 -0.183 0.982 -2.558
H21 -1.340 1.403 -0.242
H22 -2.675 0.569 -0.959
H23 -2.285 2.072 -3.050
H24 -3.107 2.727 -1.665
H25 -1.263 4.172 -2.688
H26 -0.108 3.048 -1.942
H27 -0.231 4.226 -0.078
H28 -1.878 3.723 0.148
H29 -1.326 6.070 -1.666
H30 -1.028 6.303 0.029
H31 -3.724 5.638 -1.256
H32 -3.214 7.108 -0.498
H33 -5.880 1.811 -0.870
H34 1.587 1.161 -2.650
H35 2.954 1.092 -1.600
H36 2.497 -0.192 -4.250
H37 3.067 -1.328 -3.084
H38 5.146 -0.266 -2.809
H39 4.803 -0.100 -4.508
H40 3.670 2.173 -3.859
H41 4.642 2.048 -2.417
H42 6.588 1.959 -3.675
H43 7.006 5.367 -4.015
H44 7.616 4.034 -3.046
H45 7.775 4.026 -4.837
H46 4.040 -1.700 -1.079
C30 -5.824 -10.915 -0.733
C31 -6.177 -9.520 -1.198
O10 -5.256 -8.538 -0.686
C32 -4.093 -8.451 -1.320
O11 -3.752 -9.071 -2.291
O12 -3.386 -7.479 -0.731
C33 -2.121 -7.221 -1.337
H47 -5.751 -10.946 0.354
H48 -6.587 -11.622 -1.055
H49 -4.866 -11.234 -1.142
H50 -7.150 -9.226 -0.809
H51 -6.216 -9.456 -2.285
H52 -2.240 -7.050 -2.405
H53 -1.424 -8.038 -1.159
H54 -1.738 -6.319 -0.866
C34 -8.021 -0.565 -1.319
C35 -8.044 -1.317 -2.632
O13 -7.001 -2.306 -2.701
C36 -7.244 -3.427 -2.020
O14 -8.236 -3.675 -1.392
O15 -6.193 -4.237 -2.168
C37 -6.284 -5.458 -1.420
H55 -7.036 -0.133 -1.141
H56 -8.758 0.237 -1.331
H57 -8.248 -1.227 -0.485
H58 -7.851 -0.641 -3.463
H59 -9.010 -1.789 -2.804
H60 -7.219 -5.974 -1.623
H61 -6.192 -5.255 -0.355
H62 -5.453 -6.079 -1.739
C38 3.835 10.171 -0.102
C39 3.131 9.274 0.890
O16 2.333 8.269 0.229
C40 3.008 7.235 -0.249
O17 4.196 7.054 -0.159
O18 2.147 6.410 -0.853
C41 2.759 5.279 -1.476
H63 3.117 10.608 -0.797
H64 4.351 10.975 0.422
H65 4.569 9.615 -0.683
H66 2.425 9.847 1.487
H67 3.836 8.796 1.570
H68 3.396 4.744 -0.773
H69 3.337 5.587 -2.345
H70 1.945 4.632 -1.796
C42 8.704 8.007 5.489
C43 9.473 7.742 4.213
O19 8.947 6.612 3.499
C44 7.839 6.844 2.798
O20 7.273 7.902 2.692
O21 7.467 5.703 2.219
C45 6.252 5.802 1.464
H71 8.671 7.109 6.107
H72 9.181 8.807 6.056
H73 7.679 8.304 5.274
H74 10.504 7.480 4.439
H75 9.485 8.616 3.563
H76 6.300 6.608 0.745
H77 5.408 5.950 2.135
H78 6.136 4.856 0.941
C46 -2.026 -6.681 8.546
C47 -1.358 -5.341 8.331
O22 -1.355 -4.963 6.942
C48 -2.508 -4.480 6.483
O23 -3.514 -4.310 7.117
O24 -2.351 -4.206 5.184
C49 -3.543 -3.740 4.542
H79 -1.565 -7.442 7.914
H80 -1.930 -6.985 9.588
H81 -3.085 -6.635 8.298
H82 -0.309 -5.389 8.614
H83 -1.829 -4.558 8.924
H84 -3.978 -2.900 5.079
H85 -4.268 -4.548 4.463
H86 -3.258 -3.413 3.545

***

Entry 6:
The following is a DFT calculation (the ωB97M-V functional and the def2-TZVPD basis) of a structure of composition C2F3GaNO3S2 in a non-equilibrium geometry.

The molecular weight comes out at 276.9 g/mol. Its multiplicity is 2. For the LUMO energy (spin up / spin down), the calculation gives 0.051 / -3.126 eV. Its energy above the lowest of the compared OMol25 structures with the same formula, charge and spin is 0.535 eV. The expectation value of S² is 0.760. As for the HOMO-LUMO gap (spin up / spin down): 9.281 / 6.027 eV.

Positions of all 12 atoms, in Å:
N1 1.876 -0.477 -0.001
S1 1.413 -1.900 -0.929
S2 0.750 0.356 0.662
C1 -0.347 -0.759 1.786
F1 -1.332 -1.420 1.194
F2 0.439 -1.633 2.405
F3 -0.888 0.041 2.711
O1 0.079 2.952 -1.262
C2 -0.336 1.919 -1.676
O2 -0.497 1.285 -2.702
O3 -0.501 0.559 -0.438
Ga1 -0.656 -0.923 -1.750